117
Properties=species:S:1:pos:R:3:mulliken_spin:R:1 method="wB97M-V/def2-TZVPD" multiplicity=2 total_energy_ev=-104237.541 gap_ev="9.1 / 9.8" lumo_ev="0.466 / 0.195" molar_mass_da=808.2
C -6.17 -1.11 -0.37 0.007
C -5.91 -1.65 -1.76 -0.005
O -6.18 -2.79 -2.07 0.000
N -5.28 -0.70 -2.66 0.002
C -6.38 -0.11 -3.45 0.001
C -4.23 -1.28 -3.50 0.005
Cl -4.85 -2.15 -5.00 0.000
C -3.37 -0.11 -4.01 0.023
C -2.53 0.61 -2.91 -0.027
C -3.25 1.93 -2.58 0.008
C -1.15 1.00 -3.47 0.036
N -2.44 -0.17 -1.64 0.361
O -3.26 0.17 -0.73 0.585
C -2.27 -1.63 -1.80 -0.030
C -2.45 -2.29 -0.43 0.010
C -0.85 -1.97 -2.26 0.039
C -3.30 -2.26 -2.78 0.019
H -7.24 -1.10 -0.16 0.000
H -5.64 -1.72 0.35 -0.001
H -5.80 -0.09 -0.26 -0.004
H -6.92 0.61 -2.83 0.000
H -7.10 -0.88 -3.74 0.000
H -6.01 0.39 -4.33 0.000
H -3.99 0.65 -4.47 0.004
H -2.74 -0.50 -4.81 -0.001
H -4.31 1.78 -2.43 0.003
H -3.13 2.60 -3.44 -0.001
H -2.79 2.43 -1.72 0.000
H -0.49 1.27 -2.64 -0.020
H -0.69 0.21 -4.05 0.001
H -1.25 1.89 -4.09 0.002
H -2.13 -3.33 -0.52 -0.001
H -1.78 -1.83 0.31 0.000
H -3.48 -2.28 -0.09 0.004
H -0.11 -1.45 -1.66 -0.020
H -0.73 -3.05 -2.20 0.001
H -0.74 -1.72 -3.32 0.001
H -2.73 -2.72 -3.59 0.003
H -3.83 -3.07 -2.29 -0.002
O -0.81 2.72 5.31 0.000
P -2.16 2.98 4.80 0.000
O -2.83 4.30 5.37 0.000
C -2.20 5.58 5.19 0.000
C -2.47 6.17 3.83 0.000
O -3.17 1.92 5.45 0.000
C -2.70 0.77 6.16 0.000
C -2.80 0.98 7.65 0.000
O -2.65 2.95 3.31 -0.001
C -2.22 1.85 2.45 0.008
C -3.27 0.77 2.37 0.017
H -1.13 5.48 5.37 0.000
H -2.61 6.22 5.97 0.000
H -1.99 5.58 3.04 0.000
H -2.09 7.19 3.77 0.000
H -3.54 6.18 3.62 0.000
H -1.68 0.53 5.87 0.000
H -3.34 -0.06 5.86 0.000
H -2.24 1.87 7.95 0.000
H -2.40 0.12 8.19 0.000
H -3.84 1.13 7.95 0.000
H -1.27 1.46 2.81 -0.001
H -2.06 2.29 1.47 -0.009
H -3.27 0.14 3.25 0.001
H -3.08 0.15 1.50 -0.017
H -4.27 1.21 2.28 -0.001
O 2.76 1.25 0.45 0.000
P 2.98 2.69 0.64 0.000
O 1.94 3.61 -0.13 0.000
C 0.54 3.49 0.14 -0.003
C 0.12 4.24 1.39 0.000
O 4.29 3.12 -0.19 0.000
C 5.18 2.14 -0.73 0.000
C 4.94 1.94 -2.21 0.000
O 3.23 3.47 1.98 0.000
C 4.13 2.92 2.97 0.000
C 5.51 3.54 2.84 0.000
H 0.27 2.44 0.20 0.002
H 0.04 3.91 -0.73 0.000
H 0.54 3.79 2.29 0.000
H -0.96 4.24 1.48 0.000
H 0.47 5.27 1.35 0.000
H 5.09 1.19 -0.19 0.000
H 6.19 2.52 -0.56 0.000
H 3.90 1.66 -2.39 0.000
H 5.60 1.17 -2.61 0.000
H 5.12 2.87 -2.75 0.000
H 4.17 1.83 2.88 0.000
H 3.70 3.15 3.94 0.000
H 6.07 3.10 2.01 0.000
H 6.08 3.37 3.76 0.000
H 5.43 4.61 2.66 0.000
O 6.05 -3.71 -1.60 0.000
P 4.70 -4.29 -1.55 0.000
O 3.91 -4.04 -0.20 0.000
C 3.68 -2.69 0.25 0.000
C 2.50 -2.05 -0.44 -0.001
O 4.83 -5.89 -1.46 0.000
C 6.07 -6.55 -1.67 0.000
C 6.71 -6.95 -0.36 0.000
O 3.56 -4.19 -2.64 0.000
C 3.89 -4.35 -4.04 0.000
C 3.62 -5.76 -4.50 0.000
H 4.58 -2.10 0.11 0.000
H 3.50 -2.77 1.32 0.000
H 2.70 -1.89 -1.50 0.000
H 2.27 -1.09 0.01 0.001
H 1.62 -2.70 -0.37 0.000
H 6.75 -5.93 -2.26 0.000
H 5.85 -7.45 -2.26 0.000
H 6.85 -6.07 0.27 0.000
H 7.68 -7.42 -0.53 0.000
H 6.07 -7.64 0.18 0.000
H 4.93 -4.06 -4.21 0.000
H 3.26 -3.64 -4.58 0.000
H 4.41 -6.44 -4.18 0.000
H 3.57 -5.80 -5.59 0.000
H 2.69 -6.13 -4.08 0.000